1.
The following is a DFT calculation (wB97M-V/def2-TZVPD) of an isolated molecule of C4H8O2.

Properties
Energy relative to the best compared isomer or geometry (same formula, charge and spin)   55.53 kcal per mole
Calculated total energy   -307.62394 a.u.
Charge   0
Orbital gap   11.118 eV
SMILES   C[C@@]1(CO)CO1
HOMO energy   -10.21 eV

Bonds (Å) are listed after each position.
Geometry (Å):
1 O -1.2555 0.9731 0.3487  C4 1.548, C6 1.403
2 O -0.2495 0.8683 -2.0162  C3 1.395, H8 0.977
3 C 0.6713 0.3175 -1.1252  O2 1.395, C4 1.534, H9 1.109, H10 1.103
4 C -0.0469 0.0183 0.1969  O1 1.548, C3 1.534, C5 1.501, C6 1.446
5 C 0.8938 -0.3467 1.3082  C4 1.501, H11 1.096, H12 1.099, H13 1.113
6 C -1.4262 -0.4145 0.2307  O1 1.403, C4 1.446, H7 1.088, H14 1.081
7 H -1.7780 -0.8970 1.1396  C6 1.088
8 H -0.8683 1.3518 -1.4354  O2 0.977
9 H 1.5095 1.0083 -0.9008  C3 1.109
10 H 1.1238 -0.5660 -1.6074  C3 1.103
11 H 0.4404 -0.5913 2.2755  C5 1.096
12 H 1.1094 -1.3052 0.8147  C5 1.099
13 H 1.7675 0.3303 1.4409  C5 1.113
14 H -1.8926 -0.7589 -0.6817  C6 1.081

=====

2.
The following is a DFT calculation (wB97M-V/def2-TZVPD) of a cluster of 9 separate species, C49H43F8NO2 in total.

Properties
Calculated total energy   -2896.96588 a.u.
Charge   0
Orbital gap   9.154 eV
SMILES   C[N+](=O)[O-].Fc1ccccc1.Fc1ccccc1.Fc1ccccc1.Fc1ccccc1.Fc1ccccc1.Fc1ccccc1.Fc1ccccc1.Fc1ccccc1
HOMO energy   -9.01 eV

Bonds (Å) are listed after each position.
Geometry (Å):
1 F 0.6096 -1.3492 -4.0796  C37 1.361
2 F -2.0111 -4.1727 0.9693  C20 1.417
3 F 4.4313 -5.8815 0.7502  C51 1.390
4 F -3.7616 -1.3735 -0.6477  C31 1.357
5 F -2.9646 5.1053 -0.0951  C29 1.407
6 F 5.9494 -3.8096 -0.7329  C46 1.363
7 F -1.8495 1.1134 -1.7569  C60 1.353
8 F -0.2064 6.1390 -1.8209  C33 1.378
9 O 2.3486 1.3458 1.2107  N11 1.209
10 O 1.2667 0.2044 2.7024  N11 1.224
11 N 1.5105 0.5439 1.5515  O9 1.209, O10 1.224, C44 1.465
12 C 2.9796 -2.7051 2.9371  C22 1.384, C41 1.394, H74 1.068
13 C 2.9189 -4.0397 0.8972  C22 1.385, C51 1.379, H96 1.133
14 C 2.0576 5.8466 -2.3334  C33 1.372, C50 1.392, H98 1.049
15 C 1.0555 -3.5651 -3.2784  C27 1.379, C37 1.394, H93 1.054
16 C -2.2663 3.1835 1.2191  C29 1.413, C54 1.403, H83 1.106
17 C 0.0482 4.6863 1.8622  C35 1.362, C38 1.381, H87 1.083
18 C -4.1903 -3.2929 3.7528  C24 1.400, C43 1.408, H63 1.070
19 C 4.3291 -4.6754 2.8029  C41 1.375, C51 1.404, H102 1.159
20 C -2.4820 -3.6929 2.2172  F2 1.417, C21 1.412, C43 1.357
21 C -1.5550 -3.0742 3.0846  C20 1.412, C58 1.400, H92 1.065
22 C 2.5353 -2.9399 1.6471  C12 1.384, C13 1.385, H71 1.056
23 C 0.7505 3.9688 -1.4333  C33 1.414, C53 1.408, H103 1.073
24 C -3.3243 -2.6431 4.6402  C18 1.400, C58 1.398, H95 1.065
25 C 5.5205 -1.6266 0.0885  C28 1.408, C46 1.362, H72 1.112
26 C -4.0446 0.4988 2.4575  C48 1.393, C52 1.410, H66 1.064
27 C 0.6780 -4.5913 -2.4388  C15 1.379, C34 1.432, H82 1.058
28 C 4.7969 -0.4250 -0.0300  C25 1.408, C47 1.386, H76 1.060
29 C -2.0411 4.5090 0.7828  F5 1.407, C16 1.413, C35 1.380
30 C -1.6629 3.9883 -4.5894  C36 1.380, C56 1.403, H69 1.108
31 C -4.2553 -0.5766 0.3339  F4 1.357, C45 1.373, C48 1.391
32 C 3.5423 -1.3707 -1.9329  C40 1.381, C47 1.471, H90 1.094
33 C 0.9063 5.3264 -1.7983  F8 1.378, C14 1.372, C23 1.414
34 C -0.3683 -4.4188 -1.4758  C27 1.432, C39 1.372, H91 1.060
35 C -0.9462 5.2706 1.1385  C17 1.362, C29 1.380, H70 1.094
36 C -2.4531 4.1453 -3.4690  C30 1.380, C49 1.379, H86 1.085
37 C 0.3475 -2.3659 -3.2131  F1 1.361, C15 1.394, C59 1.398
38 C -0.0478 3.3383 2.1464  C17 1.381, C54 1.375, H64 1.111
39 C -1.0771 -3.2452 -1.5139  C34 1.372, C59 1.369, H79 1.032
40 C 4.3256 -2.5041 -1.8387  C32 1.381, C46 1.414, H78 1.071
41 C 3.8613 -3.6070 3.5316  C12 1.394, C19 1.375, H67 1.059
42 C -5.8515 1.1643 1.0693  C45 1.447, C52 1.344, H99 1.080
43 C -3.8031 -3.8148 2.5035  C18 1.408, C20 1.357, H101 1.087
44 C 0.6000 -0.0287 0.5569  N11 1.465, H73 1.113, H75 1.102, H100 1.045
45 C -5.3697 0.1942 0.1097  C31 1.373, C42 1.447, H85 1.109
46 C 5.3174 -2.6063 -0.8360  F6 1.363, C25 1.362, C40 1.414
47 C 3.8660 -0.2464 -1.0408  C28 1.386, C32 1.471, H68 1.082
48 C -3.5331 -0.3812 1.5067  C26 1.393, C31 1.391, H65 1.062
49 C -2.5686 3.1578 -2.5136  C36 1.379, C60 1.340, H88 1.094
50 C 3.1668 5.0093 -2.4086  C14 1.392, C55 1.421, H61 1.081
51 C 3.8634 -4.8510 1.4898  F3 1.390, C13 1.379, C19 1.404
52 C -5.1581 1.3279 2.2088  C26 1.410, C42 1.344, H84 1.059
53 C 1.8872 3.1465 -1.5581  C23 1.408, C55 1.402, H89 1.109
54 C -1.2087 2.6266 1.9542  C16 1.403, C38 1.375, H62 1.079
55 C 3.1115 3.6405 -2.0310  C50 1.421, C53 1.402, H81 1.041
56 C -0.9363 2.8045 -4.7901  C30 1.403, C57 1.409, H77 1.074
57 C -1.0131 1.8179 -3.7872  C56 1.409, C60 1.364, H94 1.066
58 C -1.9602 -2.5970 4.3374  C21 1.400, C24 1.398, H80 1.121
59 C -0.7402 -2.2141 -2.3482  C37 1.398, C39 1.369, H97 1.102
60 C -1.8502 2.0482 -2.7345  F7 1.353, C49 1.340, C57 1.364
61 H 4.0808 5.3627 -2.8640  C50 1.081
62 H -1.2084 1.6141 2.3260  C54 1.079
63 H -5.2389 -3.2775 3.9661  C18 1.070
64 H 0.8107 2.9890 2.7581  C38 1.111
65 H -2.7062 -1.0001 1.7536  C48 1.062
66 H -3.4778 0.5413 3.3571  C26 1.064
67 H 4.0466 -3.5560 4.5730  C41 1.059
68 H 3.2281 0.6263 -1.0906  C47 1.082
69 H -1.6489 4.7713 -5.3737  C30 1.108
70 H -0.9275 6.3263 0.8529  C35 1.094
71 H 1.7040 -2.3820 1.3119  C22 1.056
72 H 6.0234 -1.7384 1.0737  C25 1.112
73 H -0.3228 0.5926 0.5366  C44 1.113
74 H 2.6318 -1.8366 3.4532  C12 1.068
75 H 1.1019 0.1072 -0.4147  C44 1.102
76 H 4.9293 0.3659 0.6638  C28 1.060
77 H -0.3434 2.7535 -5.6841  C56 1.074
78 H 4.2811 -3.3044 -2.5493  C40 1.071
79 H -1.9538 -3.2012 -0.9710  C39 1.032
80 H -1.1606 -2.1173 4.9599  C58 1.121
81 H 3.9052 2.9827 -2.1784  C55 1.041
82 H 1.1793 -5.5149 -2.5586  C27 1.058
83 H -3.2372 2.6849 1.0407  C16 1.106
84 H -5.5978 1.9797 2.9182  C52 1.059
85 H -5.8715 0.0033 -0.8610  C45 1.109
86 H -2.9196 5.1233 -3.4117  C36 1.085
87 H 0.9778 5.1291 2.1964  C17 1.083
88 H -3.2366 3.3447 -1.6673  C49 1.094
89 H 1.7763 2.0447 -1.4975  C53 1.109
90 H 2.7621 -1.3393 -2.6984  C32 1.094
91 H -0.7256 -5.1961 -0.8504  C34 1.060
92 H -0.5232 -2.9485 2.8530  C21 1.065
93 H 1.8016 -3.6165 -4.0212  C15 1.054
94 H -0.4869 0.8924 -3.7285  C57 1.066
95 H -3.8201 -2.4306 5.5581  C24 1.065
96 H 2.5328 -4.2536 -0.1457  C13 1.133
97 H -1.4594 -1.3789 -2.3525  C59 1.102
98 H 2.0759 6.8561 -2.6190  C14 1.049
99 H -6.7668 1.6804 0.8188  C42 1.080
100 H 0.3653 -1.0165 0.8055  C44 1.045
101 H -4.5084 -4.2960 1.8305  C43 1.087
102 H 5.0857 -5.4293 3.2542  C19 1.159
103 H -0.2400 3.5970 -1.2571  C23 1.073

=====

3.
The following is a DFT calculation (wB97M-V/def2-TZVPD) of a cluster of 2 separate species, C4H12 in total.

Properties
Energy relative to the best compared isomer or geometry (same formula, charge and spin)   17.02 kcal per mole
Calculated total energy   -159.55785 a.u.
Charge   0
Orbital gap   12.367 eV
SMILES   CC.CC
HOMO energy   -11.24 eV

Bonds (Å) are listed after each position.
Geometry (Å):
1 C -1.9701 0.4045 0.3760  C4 1.507, H10 1.092, H14 1.099, H16 1.086
2 C 1.8714 -0.4294 -0.5382  C3 1.536, H8 1.087, H9 1.102, H12 1.090
3 C 2.6227 0.8389 -0.9693  C2 1.536, H6 1.094, H11 1.083, H13 1.091
4 C -2.3613 -0.8046 1.1852  C1 1.507, H5 1.092, H7 1.103, H15 1.088
5 H -3.3507 -0.7849 1.6461  C4 1.092
6 H 2.2771 1.6688 -0.3454  C3 1.094
7 H -2.5825 -1.6680 0.5351  C4 1.103
8 H 0.9854 -0.5531 -1.1564  C2 1.087
9 H 1.4085 -0.5379 0.4560  C2 1.102
10 H -2.0380 0.2682 -0.7056  C1 1.092
11 H 3.7057 0.8543 -0.9961  C3 1.083
12 H 2.5689 -1.2656 -0.4858  C2 1.090
13 H 2.2695 1.1194 -1.9631  C3 1.091
14 H -2.7567 1.1673 0.4659  C1 1.099
15 H -1.6045 -1.1919 1.8645  C4 1.088
16 H -1.0453 0.9141 0.6311  C1 1.086

=====

4.
The following is a DFT calculation (wB97M-V/def2-TZVPD) of an isolated molecule of C5H10O3.

Properties
Energy relative to the best compared isomer or geometry (same formula, charge and spin)   24.34 kcal per mole
Calculated total energy   -422.21780 a.u.
Charge   0
Orbital gap   10.557 eV
SMILES   CC(C)(C=O)C(O)O
HOMO energy   -10.02 eV

Bonds (Å) are listed after each position.
Geometry (Å):
1 O -2.5060 -0.0084 -0.2496  C4 1.224
2 O -0.3963 -2.1202 -0.6035  C5 1.404, H16 0.976
3 O 1.7262 -1.2048 -0.6019  C5 1.472, H11 0.972
4 C -1.5024 0.6354 -0.5244  O1 1.224, C8 1.572, H14 1.106
5 C 0.3045 -0.9335 -0.8705  O2 1.404, O3 1.472, C8 1.522, H13 1.094
6 C 0.8423 1.4598 -0.2210  C8 1.532, H10 1.095, H15 1.096, H17 1.095
7 C -0.1579 -0.0742 1.4990  C8 1.532, H9 1.095, H12 1.095, H18 1.096
8 C -0.0730 0.2524 0.0048  C4 1.572, C5 1.522, C6 1.532, C7 1.532
9 H -0.6095 -1.0532 1.6893  C7 1.095
10 H 1.8413 1.2816 0.1901  C6 1.095
11 H 1.7226 -1.7616 0.1943  O3 0.972
12 H 0.8354 -0.0766 1.9591  C7 1.095
13 H 0.2199 -0.7075 -1.9375  C5 1.094
14 H -1.5575 1.5098 -1.1995  C4 1.106
15 H 0.4356 2.3566 0.2599  C6 1.096
16 H -1.3057 -1.8972 -0.3266  O2 0.976
17 H 0.9552 1.6791 -1.2883  C6 1.095
18 H -0.7748 0.6623 2.0263  C7 1.096

=====

5.
The following is a DFT calculation (wB97M-V/def2-TZVPD) of a cluster of 4 separate species, C4H5Cl11 in total.

Properties
Energy relative to the best compared isomer or geometry (same formula, charge and spin)   3.73 kcal per mole
Calculated total energy   -5217.49890 a.u.
Charge   0
Orbital gap   11.011 eV
SMILES   ClC(Cl)Cl.ClC(Cl)Cl.ClC(Cl)Cl.ClCCl
HOMO energy   -10.68 eV

Bonds (Å) are listed after each position.
Geometry (Å):
1 Cl -3.8923 -1.5745 -0.2575  C12 1.765
2 Cl -0.6231 3.7294 2.2983  C15 1.789
3 Cl 0.7708 1.0906 2.3527  C15 1.750
4 Cl 3.5243 -1.0511 -0.7599  C13 1.780
5 Cl 2.8451 1.8102 -0.9680  C13 1.758
6 Cl -5.9471 0.0191 -1.5848  C12 1.748
7 Cl 1.6041 -2.8272 1.8721  C14 1.801
8 Cl 4.5251 0.8621 1.2008  C13 1.762
9 Cl -3.1900 0.2394 -2.3570  C12 1.754
10 Cl -1.3479 1.5804 0.4410  C15 1.787
11 Cl -1.1141 -2.4528 0.6930  C14 1.764
12 C -4.4379 -0.8445 -1.7688  Cl1 1.765, Cl6 1.748, Cl9 1.754, H19 1.083
13 C 4.0489 0.6265 -0.4793  Cl4 1.780, Cl5 1.758, Cl8 1.762, H20 1.082
14 C 0.6052 -2.0747 0.5760  Cl7 1.801, Cl11 1.764, H16 1.082, H18 1.084
15 C -0.0200 2.3145 1.3840  Cl2 1.789, Cl3 1.750, Cl10 1.787, H17 1.081
16 H 1.0029 -2.3042 -0.4036  C14 1.082
17 H 0.6847 2.7348 0.6801  C15 1.081
18 H 0.7075 -1.0081 0.7425  C14 1.084
19 H -4.6175 -1.6312 -2.4916  C12 1.083
20 H 4.8714 0.7616 -1.1699  C13 1.082

=====

6.
The following is a DFT calculation (wB97M-V/def2-TZVPD) of the ion C4H10N3 with charge +1.

Properties
Energy relative to the best compared isomer or geometry (same formula, charge and spin)   105.58 kcal per mole
Calculated total energy   -322.29233 a.u.
Charge   +1
Orbital gap   10.033 eV
SMILES   CC1=N[N@@H+]1CCN
HOMO energy   -13.76 eV

Bonds (Å) are listed after each position.
Geometry (Å):
1 N 2.0360 -0.6122 0.8870  C5 1.409, H11 1.035, H12 1.032
2 N -0.3936 0.2485 0.1513  N3 1.482, C4 1.534, C7 1.457, H8 1.081
3 N -1.2841 1.2555 0.7743  N2 1.482, C4 1.264
4 C -1.9202 0.2738 0.2947  N2 1.534, N3 1.264, C6 1.477
5 C 2.0720 0.4064 -0.0858  N1 1.409, C7 1.597, H9 1.154, H16 1.166
6 C -2.9932 -0.6003 -0.2213  C4 1.477, H13 1.204, H14 1.022, H17 1.106
7 C 0.6538 0.6534 -0.7767  N2 1.457, C5 1.597, H10 1.056, H15 1.082
8 H 0.0817 -0.3607 0.9071  N2 1.081
9 H 2.6527 1.3203 0.3145  C5 1.154
10 H 0.5693 1.6760 -1.0253  C7 1.056
11 H 2.2120 -1.5778 0.5575  N1 1.035
12 H 2.3786 -0.4301 1.8435  N1 1.032
13 H -2.7885 -1.6510 0.3291  C6 1.204
14 H -3.9331 -0.4068 0.1316  C6 1.022
15 H 0.7256 0.2301 -1.7704  C7 1.082
16 H 2.7588 0.1671 -0.9967  C5 1.166
17 H -2.8278 -0.5922 -1.3144  C6 1.106

=====

7.
The following is a DFT calculation (wB97M-V/def2-TZVPD) of an isolated molecule of C5H7NO.

Properties
Energy relative to the best compared isomer or geometry (same formula, charge and spin)   74.52 kcal per mole
Calculated total energy   -324.60571 a.u.
Charge   0
Orbital gap   9.186 eV
SMILES   CN(C)c1cc1=O
HOMO energy   -8.57 eV

Bonds (Å) are listed after each position.
Geometry (Å):
1 O -1.6571 2.0366 -1.9202  C3 1.202
2 N 0.0798 -0.3209 0.1021  C4 1.476, C6 1.436, C7 1.283
3 C -0.9679 1.8627 -0.9515  O1 1.202, C5 1.395, C7 1.432
4 C 0.9641 -0.6877 1.2255  N2 1.476, H8 1.068, H12 1.129, H13 1.092
5 C -0.1986 2.1949 0.1641  C3 1.395, C7 1.360, H10 1.050
6 C -0.3182 -1.4152 -0.7390  N2 1.436, H9 1.143, H11 1.116, H14 1.131
7 C -0.2517 0.8835 -0.1917  N2 1.283, C3 1.432, C5 1.360
8 H 0.5482 -1.5443 1.7092  C4 1.068
9 H 0.6245 -1.8005 -1.2586  C6 1.143
10 H 0.2619 2.9882 0.6755  C5 1.050
11 H -0.9837 -2.0154 -0.0744  C6 1.116
12 H 1.8889 -1.1529 0.7752  C4 1.129
13 H 0.9915 0.0154 2.0607  C4 1.092
14 H -0.9817 -1.0445 -1.5768  C6 1.131